1.
Computed, not measured: an isolated molecule of C2H2N4O3 in a non-equilibrium geometry, with ωB97M-V with the def2-TZVPD basis set.

**Orbital gap**: 9.454 eV
**Energy above the lowest of the compared OMol25 structures with the same formula, charge and spin**: 4.3109 eV

Last column: Mulliken charge in e.
Element x y z (Å)
H 0.995 2.093 -0.503  0.2872
N -0.005 1.842 -0.468  -0.5348
C -0.168 0.670 -0.037  0.4025
C -1.573 0.119 0.055  0.5025
O -2.579 0.756 0.187  -0.4132
N -1.715 -1.334 0.005  -0.2690
N -0.754 -2.058 -0.246  0.1096
O 0.501 -1.580 -0.308  -0.1146
N 0.733 -0.261 0.394  0.0592
O 2.034 0.033 0.079  -0.4281
H 2.530 -0.279 0.842  0.3987

=====

2.
Computed, not measured: an isolated molecule of C2H2N4OS in a non-equilibrium geometry, with ωB97M-V with the def2-TZVPD basis set.

**Orbital gap**: 10.453 eV
**Energy above the lowest of the compared OMol25 structures with the same formula, charge and spin**: 1.7650 eV

Last column: Mulliken charge in e.
Element x y z (Å)
O 0.333 -0.658 -1.980  -0.4228
C 0.047 0.158 -1.162  0.5416
S -0.215 1.875 -1.308  -0.2117
N 0.202 -0.024 0.360  0.2691
C -0.147 -1.258 0.839  0.1529
N -0.308 -1.135 2.160  -0.3964
N -0.144 0.310 2.367  -0.2441
N 0.228 0.956 1.393  -0.1818
H 0.348 1.989 -2.712  0.1978
H -0.345 -2.211 0.043  0.2954

=====

3.
Computed, not measured: the ion C2H2N4P with charge +1 in a non-equilibrium geometry, with ωB97M-V with the def2-TZVPD basis set.

**Orbital gap (alpha / beta)**: 6.926 / 6.927 eV
**Energy above the lowest of the compared OMol25 structures with the same formula, charge and spin**: 3.6113 eV
**Net charge**: +1

Last column: Mulliken charge in e.
Element x y z (Å)
C 1.643 0.643 -0.568  0.0243
C 1.792 0.573 0.655  -0.2142
N -3.734 -0.997 0.070  0.0570
N 0.600 -0.281 -0.974  -0.1098
N -0.500 -0.570 -0.594  0.0193
N -2.683 -0.787 0.369  0.4014
P -1.239 -0.282 0.868  0.1172
H 1.994 1.371 -1.495  0.3120
H 2.128 0.332 1.670  0.3929

=====

4.
Computed, not measured: a cluster of 2 separate species, C2H2N4S in total in a non-equilibrium geometry, with ωB97M-V with the def2-TZVPD basis set.

**Orbital gap**: 8.465 eV
**Energy above the lowest of the compared OMol25 structures with the same formula, charge and spin**: 2.0825 eV

Last column: Mulliken charge in e.
Element x y z (Å)
H 1.539 0.480 -0.373  0.2839
N 0.713 1.102 -0.139  -0.5846
N -0.362 0.508 -0.393  0.1158
N -1.487 1.045 -0.106  0.1322
C -2.680 0.893 -0.045  0.3614
S -4.219 0.947 0.322  -0.3062
C -2.491 -1.858 -0.038  0.1739
N -1.418 -1.976 -0.313  -0.3458
H -3.473 -1.524 0.391  0.1694

=====

5.
Computed, not measured: an isolated molecule of C2H2N6 in a non-equilibrium geometry, with ωB97M-V with the def2-TZVPD basis set.

**Orbital gap**: 8.434 eV
**Energy above the lowest of the compared OMol25 structures with the same formula, charge and spin**: 2.5382 eV

Last column: Mulliken charge in e.
Element x y z (Å)
H 2.487 1.011 0.933  0.2524
N 1.538 1.248 0.799  -0.5706
C 0.774 0.722 -0.091  0.6539
N 0.968 -0.338 -0.949  -0.2576
N 0.474 -1.445 -0.517  -0.1241
C -0.507 -1.432 0.426  0.0891
N -1.430 -0.507 0.651  -0.1326
N -1.556 0.621 -0.033  -0.0973
N -0.508 1.222 -0.510  -0.2021
H -0.488 -2.362 0.971  0.3888

=====

6.
Computed, not measured: a cluster of 2 separate species, C2H2NO2 in total in a non-equilibrium geometry, with ωB97M-V with the def2-TZVPD basis set.

**Orbital gap**: 4.862 eV
**Energy above the lowest of the compared OMol25 structures with the same formula, charge and spin**: 2.4116 eV
**Net charge**: -1

Last column: Mulliken charge in e.
Element x y z (Å)
C -0.440 0.021 0.793  -0.4524
C 1.159 0.535 -1.679  0.4219
N -0.306 -0.761 1.764  -0.5529
O 0.344 -0.165 -2.065  -0.2764
O 1.997 1.271 -1.407  -0.2750
H -1.610 0.182 0.389  -0.0353
H -1.145 -1.083 2.204  0.1701

=====

7.
Computed, not measured: the ion C2H2NO2 with charge +1 in a non-equilibrium geometry, with ωB97M-V with the def2-TZVPD basis set.

**Orbital gap**: 11.849 eV
**Energy above the lowest of the compared OMol25 structures with the same formula, charge and spin**: 3.4293 eV
**Net charge**: +1

Last column: Mulliken charge in e.
Element x y z (Å)
C 0.374 -1.052 0.102  0.2265
N -0.598 -0.156 0.075  -0.2523
C 0.057 0.982 0.042  0.2447
O 1.338 0.824 0.007  0.0167
O 1.560 -0.528 0.017  0.0176
H 0.152 -2.196 0.165  0.3730
H -0.494 2.011 0.083  0.3738

=====

8.
Computed, not measured: an isolated molecule of C2H2NO2P in a non-equilibrium geometry, with ωB97M-V with the def2-TZVPD basis set.

**Orbital gap**: 9.132 eV
**Energy above the lowest of the compared OMol25 structures with the same formula, charge and spin**: 3.7657 eV

Last column: Mulliken charge in e.
Element x y z (Å)
C -0.058 0.846 -1.029  -0.0504
C -0.391 -0.276 -0.495  0.3834
N -2.366 -0.624 -1.458  -0.4222
O -0.804 1.424 -1.993  -0.3189
O -0.104 -1.251 0.342  -0.4531
P -2.355 0.746 -2.136  0.1849
H 0.843 1.552 -0.669  0.2703
H -0.813 -1.905 0.411  0.4059

=====

9.
Computed, not measured: the ion C2H2NO2S with charge -1 in a non-equilibrium geometry, with ωB97M-V with the def2-TZVPD basis set.

**Orbital gap**: 7.451 eV
**Energy above the lowest of the compared OMol25 structures with the same formula, charge and spin**: 3.6770 eV
**Net charge**: -1

Last column: Mulliken charge in e.
Element x y z (Å)
C -1.398 -0.520 0.379  -0.2226
C -0.296 0.353 -0.020  -0.1812
N -1.338 0.357 1.202  -0.4667
O 1.727 -1.199 -0.673  -0.6295
O 2.158 1.125 -0.547  -0.6124
S 1.684 -0.020 0.204  0.4345
H -2.068 -1.243 0.139  0.3288
H -0.468 1.149 -0.682  0.3491

=====

10.
Computed, not measured: a structure of composition C2H2NO2S in a non-equilibrium geometry, with ωB97M-V with the def2-TZVPD basis set.

**Orbital gap**: 7.317 eV
**Energy above the lowest of the compared OMol25 structures with the same formula, charge and spin**: 0.6468 eV
**Net charge**: -1

Last column: Mulliken charge in e.
Element x y z (Å)
C 1.518 -0.633 -0.070  -0.2118
C 2.562 1.101 -0.039  0.7010
N 0.234 -0.288 -0.171  -0.3572
O 1.766 1.900 0.400  -0.6130
O 3.691 0.936 -0.344  -0.4881
S 1.680 -2.356 0.136  -0.5252
H 0.152 0.782 -0.046  0.2796
H -0.496 -0.926 0.045  0.2147

=====

11.
Computed, not measured: the ion C2H2NO2S with charge -1 in a non-equilibrium geometry, with ωB97M-V with the def2-TZVPD basis set.

**Orbital gap**: 7.601 eV
**Energy above the lowest of the compared OMol25 structures with the same formula, charge and spin**: 6.0613 eV
**Net charge**: -1

Last column: Mulliken charge in e.
Element x y z (Å)
O 0.476 -0.421 1.936  -0.6831
S 1.421 -0.294 0.586  0.6128
O 2.813 -0.527 0.777  -0.5576
C 0.619 -1.069 -0.965  -0.3236
C -0.726 -0.577 -0.659  -0.0136
N -0.079 0.205 -1.402  -0.4385
H 1.198 1.128 0.217  0.0960
H -1.568 -0.682 -0.109  0.3077

=====

12.
Computed, not measured: a cluster of 2 separate species, C2H2NO3P in total in a non-equilibrium geometry, with ωB97M-V with the def2-TZVPD basis set.

**Orbital gap**: 4.707 eV
**Energy above the lowest of the compared OMol25 structures with the same formula, charge and spin**: 0.8849 eV
**Net charge**: -2

Last column: Mulliken charge in e.
Element x y z (Å)
C -1.698 -2.699 0.668  0.5891
C -2.970 -0.994 -0.620  0.6026
N -2.326 -1.987 -0.532  -0.3108
O -2.219 -2.452 1.735  -0.6490
O -0.740 -3.333 0.318  -0.6360
O -3.686 -0.074 -0.951  -0.5961
P 4.498 3.800 -0.828  -0.3837
H 3.967 4.536 0.096  -0.3115
H 5.172 3.203 0.116  -0.3045

=====

13.
Computed, not measured: the ion C2H2NO3S with charge -1 in a non-equilibrium geometry, with ωB97M-V with the def2-TZVPD basis set.

**Orbital gap**: 8.005 eV
**Energy above the lowest of the compared OMol25 structures with the same formula, charge and spin**: 1.4353 eV
**Net charge**: -1

Last column: Mulliken charge in e.
Element x y z (Å)
O -1.645 0.362 0.622  -0.6884
C -0.469 0.799 0.845  0.4226
O -0.048 1.403 1.797  -0.5927
C 0.527 0.546 -0.289  0.2645
S 1.644 1.479 -1.138  -0.4091
N 0.615 -0.864 -0.556  -0.1271
O -0.538 -1.636 -0.236  -0.5024
H 1.005 -1.168 -1.365  0.2062
H -1.090 -0.921 0.319  0.4262

=====

14.
Computed, not measured: a cluster of 2 separate species, C2H2NO3S in total in a non-equilibrium geometry, with ωB97M-V with the def2-TZVPD basis set.

**Orbital gap**: 6.009 eV
**Energy above the lowest of the compared OMol25 structures with the same formula, charge and spin**: 3.8468 eV
**Net charge**: -1

Last column: Mulliken charge in e.
Element x y z (Å)
C 0.967 1.787 0.418  0.4805
C -0.188 0.989 0.265  -0.4524
N -3.591 0.132 -1.612  0.1157
O 1.682 2.737 0.116  -0.5365
O -3.620 1.171 -0.917  -0.5243
O -2.864 -0.797 -1.259  -0.5182
S 0.999 0.542 1.593  -0.1585
H -1.063 1.480 0.655  0.2940
H -0.115 0.352 -0.540  0.2996

=====

15.
Computed, not measured: a cluster of 2 separate species, C2H2NO4 in total in a non-equilibrium geometry, with ωB97M-V with the def2-TZVPD basis set.

**Orbital gap**: 8.129 eV
**Energy above the lowest of the compared OMol25 structures with the same formula, charge and spin**: 0.5616 eV
**Net charge**: -1

Last column: Mulliken charge in e.
Element x y z (Å)
C 1.054 -0.268 2.147  0.4692
C -0.564 0.822 -1.510  0.6246
N -0.024 -0.675 1.797  -0.4404
O -0.612 -0.547 -1.038  -0.5178
O 1.979 -0.105 2.820  -0.4571
O -0.469 0.994 -2.712  -0.6918
O -0.469 1.658 -0.585  -0.6947
H -0.496 -0.852 0.893  0.4528
H -0.399 -1.027 -1.810  0.2550

=====

16.
Computed, not measured: a cluster of 2 separate species, C2H2NO5 in total in a non-equilibrium geometry, with ωB97M-V with the def2-TZVPD basis set.

**Orbital gap**: 7.193 eV
**Energy above the lowest of the compared OMol25 structures with the same formula, charge and spin**: 0.0000 eV
**Net charge**: -1

Last column: Mulliken charge in e.
Element x y z (Å)
C 0.304 -0.777 0.245  0.6491
C 1.508 1.818 -1.052  0.7764
N -0.016 0.486 0.085  -0.4648
O 0.859 -1.341 -0.894  -0.5298
O 0.140 -1.469 1.255  -0.7800
O -0.558 1.042 1.279  -0.4294
O 1.287 1.418 -2.121  -0.4882
O 1.966 2.409 -0.171  -0.4163
H 0.861 -0.649 -1.570  0.3714
H -0.525 0.286 1.898  0.3115

=====

17.
Computed, not measured: a structure of composition C2H2NOPS in a non-equilibrium geometry, with ωB97M-V with the def2-TZVPD basis set.

**Orbital gap (alpha / beta)**: 7.157 / 6.741 eV
**Energy above the lowest of the compared OMol25 structures with the same formula, charge and spin**: 1.9418 eV

Last column: Mulliken charge in e.
Element x y z (Å)
C 0.729 0.629 0.248  -0.4277
C 0.782 -0.751 -0.097  -0.1190
N -2.062 -0.455 -0.478  -0.3716
O -0.403 1.080 0.989  -0.3643
P -0.504 -1.892 0.047  0.1678
S -1.554 1.004 -0.353  0.3310
H 1.232 1.509 -0.006  0.4452
H 1.781 -1.123 -0.349  0.3386

=====

18.
Computed, not measured: the ion C2H2NOS2 with charge -1 in a non-equilibrium geometry, with ωB97M-V with the def2-TZVPD basis set.

**Orbital gap (alpha / beta)**: 6.695 / 6.699 eV
**Energy above the lowest of the compared OMol25 structures with the same formula, charge and spin**: 3.4173 eV
**Net charge**: -1

Last column: Mulliken charge in e.
Element x y z (Å)
O -0.268 3.045 -0.073  -0.4936
N 0.692 2.185 -0.026  -0.1171
C 0.295 0.935 0.147  -0.0108
C 1.056 -0.166 -0.004  -0.2242
S 2.630 -0.766 -0.094  -0.0952
S 4.198 0.449 0.029  -0.5151
H -0.912 0.809 0.137  0.2257
H 0.492 -0.950 -0.333  0.2303

=====

19.
Computed, not measured: a cluster of 2 separate species, C2H2O2 in total in a non-equilibrium geometry, with ωB97M-V with the def2-TZVPD basis set.

**Orbital gap**: 8.542 eV
**Energy above the lowest of the compared OMol25 structures with the same formula, charge and spin**: 2.3269 eV

Last column: Mulliken charge in e.
Element x y z (Å)
C -1.068 0.055 -0.166  0.0269
C 1.168 -0.053 0.218  0.1364
O -1.681 1.002 0.153  -0.3388
O 1.740 0.883 -0.134  -0.3025
H -1.535 -0.853 -0.803  0.2132
H 1.375 -1.035 0.732  0.2647

=====

20.
Computed, not measured: a cluster of 2 separate species, C2H2O2 in total in a non-equilibrium geometry, with ωB97M-V with the def2-TZVPD basis set.

**Orbital gap (alpha / beta)**: 6.322 / 11.403 eV
**Multiplicity**: 3
**Energy above the lowest of the compared OMol25 structures with the same formula, charge and spin**: 1.3369 eV
**<S²>**: 2.0055

Last column: Mulliken charge in e.
Element x y z (Å)
C 1.130 0.292 0.328  0.0938
C -1.763 -0.449 -0.213  0.0522
O 1.864 -0.349 -0.321  -0.3646
O -0.782 -0.228 0.471  -0.2793
H 1.301 1.093 1.046  0.2490
H -1.749 -0.360 -1.310  0.2488